[1]
Here is a 5-piece molecular cluster, C5H20O5 overall at a distorted geometry from the OMol25 dataset. Energies are from ωB97M-V with the def2-TZVPD basis set.

## Properties
- gap between HOMO and LUMO (eV) = 10.78
- calculated total energy (eV) = -15744.4674
- charge = 0
- ΔE to the lowest compared entry with this formula, charge and spin (kJ/mol) = 179.1
- LUMO (eV) = 0.8
- structure (SMILES) = CO.CO.CO.CO.CO

Each line ends with the Löwdin charge.
Cartesian coordinates (Å):
1 C 1.8247 -2.2507 1.4653  -0.1370
2 O 1.1329 -1.2804 0.6996  -0.1395
3 H 2.5009 -2.9135 0.8146  0.1060
4 H 2.3938 -1.9177 2.3337  0.0775
5 H 1.0599 -2.8916 1.8543  0.0612
6 H 1.0735 -0.4731 1.2166  0.0399
7 C 0.2199 -1.6863 -2.8953  -0.1267
8 O 0.3668 -0.7061 -1.8684  -0.1624
9 H 1.1556 -2.1662 -3.0671  0.0674
10 H -0.5501 -2.3828 -2.6783  0.0658
11 H -0.0002 -1.1170 -3.7848  0.0773
12 H 0.4872 -1.1430 -0.9895  0.0564
13 C -3.3158 -0.4995 -0.7091  -0.1530
14 O -3.2140 -1.2901 -1.9064  -0.1330
15 H -3.2413 -1.1148 0.1979  0.0845
16 H -2.5635 0.2603 -0.6643  0.0334
17 H -4.2362 0.0979 -0.5542  0.0776
18 H -2.8566 -0.7065 -2.6306  0.0965
19 C -0.9837 2.5518 -0.6046  -0.1522
20 O -0.0981 1.4994 -0.2655  -0.1325
21 H -0.6268 3.5491 -0.7008  0.0610
22 H -1.6037 2.2489 -1.4582  0.0800
23 H -1.6980 2.6278 0.2411  0.0881
24 H 0.1942 1.0465 -1.0643  0.0473
25 C 2.2557 1.8537 3.1691  -0.1483
26 O 1.7748 1.0934 2.0970  -0.1354
27 H 1.7118 1.5191 4.0497  0.0776
28 H 3.3136 1.7113 3.3204  0.0697
29 H 2.1035 2.9487 3.0681  0.0904
30 H 1.4190 1.5314 1.3141  0.0625

Forces on atoms 1 to 2 (eV/Å):
0.426 -1.504 -0.864
0.566 -0.045 -0.072

***

[2]
Here is a 6-piece molecular cluster, C5H20O7 overall at a distorted geometry from the OMol25 dataset. Energies are from ωB97M-V with the def2-TZVPD basis set.

## Properties
- gap between HOMO and LUMO (eV) = 10.24
- calculated total energy (eV) = -19840.6895
- charge = 0
- ΔE to the lowest compared entry with this formula, charge and spin (kJ/mol) = 180.2
- LUMO (eV) = 0.2
- structure (SMILES) = CC(C)CC(=O)O.O.O.O.O.O

Each line ends with the Löwdin charge.
Cartesian coordinates (Å):
1 O 0.9643 -0.5205 2.0278  0.0587
2 C 0.6154 0.1727 1.0888  -0.5137
3 O 1.4187 1.2380 0.8316  0.0274
4 C -0.4795 0.0263 0.1017  -0.1212
5 C -1.4612 1.1898 0.3666  -0.3883
6 C -2.3401 0.7933 1.5259  -0.0805
7 C -2.3058 1.0941 -0.9270  -0.0784
8 H 1.9754 1.5808 1.6138  0.1858
9 H -0.1680 -0.1694 -0.9599  0.1109
10 H -1.0688 -0.8913 0.2072  0.1292
11 H -0.8303 2.0429 0.6351  0.1302
12 H -1.8047 0.2956 2.3359  0.0826
13 H -3.0783 1.5313 1.8831  0.0925
14 H -3.0189 -0.0265 1.3253  0.0772
15 H -3.0111 1.9675 -0.8635  0.0892
16 H -1.7452 1.1904 -1.8701  0.0774
17 H -2.9145 0.1388 -0.9127  0.1059
18 H 0.2891 -1.8318 -2.8874  0.0456
19 H -0.3822 -3.0516 -2.3567  0.0606
20 O -0.0502 -2.1910 -2.0568  -0.0491
21 H 1.9950 2.8825 0.0994  -0.0188
22 H 0.8254 3.1862 -0.6657  0.0283
23 O 1.6922 3.5845 -0.4696  -0.0580
24 H 2.0039 0.2683 -1.6403  0.0292
25 H 3.4206 -0.4141 -2.2330  0.0577
26 O 2.4801 -0.4168 -2.1007  -0.0329
27 H 0.9333 -2.6308 1.7586  0.0360
28 H -0.4038 -2.1088 2.3096  -0.0034
29 O -0.0017 -2.9266 2.0117  -0.1057
30 H 2.5915 -2.5685 0.3016  0.0666
31 H 1.8133 -1.6636 -0.7280  0.0411
32 O 2.0462 -1.7717 0.2479  -0.0821

Forces on atoms 1 to 2 (eV/Å):
-1.950 1.528 -0.264
2.765 -1.727 2.178

***

[3]
Here is a 5-piece molecular cluster, C5H21N2O4S overall at a distorted geometry from the OMol25 dataset. Energies are from ωB97M-V with the def2-TZVPD basis set.

## Properties
- gap between HOMO and LUMO (eV) = 6.04
- calculated total energy (eV) = -27531.7580
- charge = -1
- ΔE to the lowest compared entry with this formula, charge and spin (kJ/mol) = 157.0
- LUMO (eV) = 3.0

Each line ends with the Löwdin charge.
Cartesian coordinates (Å):
1 C 0.3882 0.7140 -2.2547  -0.2225
2 N 0.7928 0.3689 -0.8718  -0.0662
3 C 1.2614 -1.0216 -0.6758  -0.4703
4 C 0.4949 -1.6993 0.5086  -0.7819
5 S 0.7772 -3.4731 0.6418  0.1669
6 C 2.7929 -1.0094 -0.3561  -0.0811
7 C -1.0955 0.5132 -2.5465  -0.2776
8 N -2.0522 1.3585 -1.8329  0.0066
9 H 1.0007 0.0655 -2.9191  0.1124
10 H 0.6743 1.7504 -2.4675  0.1054
11 H 1.5454 0.9959 -0.5784  0.1075
12 H 1.0689 -1.7017 -1.5022  0.1065
13 H -0.5552 -1.4757 0.2489  0.0214
14 H 0.7980 -1.1815 1.4554  0.0124
15 H 2.9750 -2.0655 -0.1672  0.0267
16 H 3.2924 -0.8101 -1.2996  0.0610
17 H 2.9712 -0.3370 0.4827  0.0653
18 H -1.3218 0.5180 -3.6126  0.0976
19 H -1.2783 -0.5042 -2.2225  0.1076
20 H -2.3400 0.9738 -0.9500  0.0431
21 H -1.7548 2.3234 -1.8490  0.0636
22 H -1.9882 2.8690 0.9993  0.0060
23 H -1.0476 2.6875 2.2360  0.0133
24 O -1.6284 3.2987 1.7733  -0.0721
25 H 0.6255 -0.4890 3.0765  0.0287
26 H 2.2187 -0.2266 2.9778  0.0362
27 O 1.3546 0.1297 3.1957  -0.0705
28 H -2.5059 -1.0428 1.3970  -0.0158
29 H -2.1500 -2.2047 2.2202  0.0264
30 O -2.9347 -1.6983 1.9588  -0.0826
31 H -0.8396 0.5474 0.2319  0.0077
32 H -0.3640 1.0728 1.5615  0.0294
33 O -1.1760 0.7534 1.1406  -0.1111

Forces on atoms 1 to 2 (eV/Å):
0.980 -0.133 -0.049
-0.362 0.389 -0.669

***

[4]
Here is a 5-piece molecular cluster, C5H21N2O5 overall at a distorted geometry from the OMol25 dataset. Energies are from ωB97M-V with the def2-TZVPD basis set.

## Properties
- gap between HOMO and LUMO (eV) = 10.39
- calculated total energy (eV) = -18734.8062
- charge = +1
- ΔE to the lowest compared entry with this formula, charge and spin (kJ/mol) = 451.6
- LUMO (eV) = -3.0

Each line ends with the Löwdin charge.
Cartesian coordinates (Å):
1 N 1.7953 -0.4698 -2.1081  0.1614
2 C 1.0714 0.0710 -0.9484  -0.1371
3 C -0.1489 0.7191 -1.4991  -0.4953
4 N -0.8297 1.4679 -0.6011  0.0821
5 C -1.3961 1.0560 1.6604  -0.0273
6 C -0.3788 1.8257 0.7648  -0.4261
7 C -0.4903 3.2821 0.9780  -0.0992
8 O -0.4189 0.6626 -2.7144  0.0465
9 H 1.7883 -1.5449 -2.0478  0.1999
10 H 1.2666 -0.1753 -3.0441  0.2057
11 H 2.7920 -0.1700 -2.1265  0.1784
12 H 1.7371 0.8409 -0.3139  0.1751
13 H 0.9487 -0.6683 -0.0764  0.1397
14 H -1.7252 1.7820 -1.0995  0.2055
15 H -2.2282 0.6012 1.0276  0.1021
16 H -1.7969 1.7106 2.3555  0.0451
17 H -0.9228 0.2667 2.2231  0.0646
18 H 0.7085 1.5304 1.0165  0.1489
19 H -0.4799 3.5922 2.0955  0.1079
20 H -1.6395 3.5946 0.6708  0.1429
21 H 0.1909 4.1259 0.5725  0.1067
22 H -0.8682 -1.7252 -1.1685  -0.0220
23 H -1.8137 -2.5995 -0.3758  0.0337
24 O -1.0323 -2.6383 -0.9594  -0.0664
25 H -3.5601 -2.4603 -0.9803  0.0846
26 H -3.1980 -0.8007 -1.1439  0.0869
27 O -3.1842 -1.7375 -1.5656  -0.1133
28 H 1.3723 -1.3743 2.8061  0.0049
29 H 1.5818 -2.8823 2.6767  0.1545
30 O 1.4937 -1.9919 2.1668  -0.0144
31 H 3.4454 -2.5057 0.1511  0.0789
32 H 2.6841 -1.7896 1.1476  -0.1112
33 O 3.2355 -1.5952 0.4599  -0.0437

Forces on atoms 1 to 2 (eV/Å):
0.554 -2.003 -1.389
2.101 0.786 3.007

***

[5]
Here is a 5-piece molecular cluster, C5H21NO5S overall at a distorted geometry from the OMol25 dataset. Energies are from ωB97M-V with the def2-TZVPD basis set.

## Properties
- gap between HOMO and LUMO (spin up / spin down) (eV) = 10.48 / 5.78
- calculated total energy (eV) = -28078.9409
- charge = +1
- ΔE to the lowest compared entry with this formula, charge and spin (kJ/mol) = 0.0
- LUMO (spin up / spin down) (eV) = -3.1 / -7.7
- multiplicity = 2

Each line ends with the Löwdin charge.
Cartesian coordinates (Å):
1 C -1.5914 -0.5478 0.0677  -0.1856
2 N -0.6635 -1.4425 0.7050  0.1349
3 C 0.6388 -1.0728 1.0410  -0.2783
4 C 1.6714 -1.2008 -0.2099  -0.4728
5 S 3.4184 -1.3040 0.2563  0.8475
6 C 0.7145 0.4301 1.4267  -0.2155
7 O 1.7283 0.7301 2.3678  -0.0193
8 C -2.2236 -1.1768 -1.2108  -0.0149
9 H -1.1750 0.4112 -0.2708  0.1019
10 H -2.4701 -0.3246 0.6789  0.1357
11 H -0.9899 -2.3930 0.8509  0.1842
12 H 1.0870 -1.8377 1.6793  0.1562
13 H 1.4979 -2.1849 -0.6566  0.0807
14 H 1.5218 -0.4136 -0.9385  0.0441
15 H 3.4021 -0.0987 0.8564  -0.1174
16 H -0.2597 0.8115 1.7115  0.1082
17 H 1.0255 1.0091 0.5613  0.0967
18 H 1.3175 0.6965 3.2426  0.1147
19 H -1.7362 -0.9298 -2.1511  0.0418
20 H -2.0974 -2.2583 -1.1568  0.0895
21 H -3.2493 -0.8402 -1.3311  0.0968
22 H -0.9321 -0.0549 -3.2670  0.0027
23 H 0.4269 0.0129 -2.7225  -0.0048
24 O -0.0461 -0.2492 -3.5167  -0.0109
25 H 2.4948 2.1905 -1.1866  0.0609
26 H 1.5517 1.7639 -2.2867  0.0360
27 O 1.8033 2.5348 -1.7664  -0.0210
28 H 0.2121 2.7425 -0.7693  0.0062
29 H -1.1372 3.4820 -0.7321  0.0549
30 O -0.7459 2.6145 -0.6038  -0.0682
31 H -1.2348 -0.9283 3.4582  0.0344
32 H -2.0158 0.1266 2.5128  -0.0057
33 O -1.9441 -0.2982 3.3604  -0.0135

Forces on atoms 1 to 2 (eV/Å):
-0.783 0.464 -1.988
-0.147 0.653 -0.420

***

[6]
Here is a 6-piece molecular cluster, C5H21NO6S overall at a distorted geometry from the OMol25 dataset. Energies are from ωB97M-V with the def2-TZVPD basis set.

## Properties
- gap between HOMO and LUMO (spin up / spin down) (eV) = 2.40 / 8.84
- calculated total energy (eV) = -30134.9982
- charge = -1
- LUMO (spin up / spin down) (eV) = 2.7 / 2.8
- multiplicity = 2

Each line ends with the Löwdin charge.
Cartesian coordinates (Å):
1 O 3.5222 -0.2021 1.6466  0.0387
2 C 2.3862 0.1987 1.6014  -0.2302
3 C 1.4855 0.1091 0.3453  -0.3996
4 C 2.1471 -0.8300 -0.6539  -0.2527
5 C 1.1944 -1.2827 -1.7892  -0.5439
6 S -0.2294 -2.1319 -1.1061  0.6597
7 C -0.5818 -3.3281 -2.4383  -0.4127
8 N 1.2999 1.4678 -0.1231  0.0631
9 H 1.9282 0.8849 2.3293  0.0913
10 H 0.5948 -0.3791 0.7490  0.0800
11 H 2.4383 -1.7586 -0.1776  0.1012
12 H 3.0522 -0.4898 -1.1645  0.1142
13 H 1.8023 -1.8964 -2.4606  0.0731
14 H 1.0164 -0.4015 -2.4125  0.0678
15 H -0.2591 -4.3352 -2.1863  0.0234
16 H -0.0590 -2.9940 -3.3292  0.0215
17 H -1.6498 -3.2627 -2.6249  0.0145
18 H 2.1887 1.9027 -0.3391  0.0893
19 H 0.6835 1.5527 -0.9180  0.0696
20 H -1.7636 1.3000 -2.2300  0.0105
21 H -2.6107 2.5517 -2.2878  0.0018
22 O -1.7901 2.1707 -2.6373  -0.1057
23 H -3.3831 1.9194 0.2526  0.0000
24 H -2.7390 3.2922 0.0245  0.0385
25 O -3.2628 2.6198 -0.4220  -0.1078
26 H -0.7478 -0.7471 3.5847  -0.0139
27 H -1.0942 -1.7887 2.6644  -0.0381
28 O -0.9628 -0.8208 2.6357  -0.2757
29 H -3.2554 -0.5054 0.7024  0.0097
30 H -4.0274 0.0233 1.8753  0.0232
31 O -3.8327 0.2354 0.9497  -0.1511
32 H 0.7696 2.7603 1.7303  0.0131
33 H 2.0344 3.0107 2.5229  0.0314
34 O 1.1044 2.7794 2.6417  -0.1043

Forces on atoms 1 to 2 (eV/Å):
-0.102 -0.276 0.300
-0.313 1.208 -1.109

***

[7]
Here is a 6-piece molecular cluster, C5H21O6 overall at a distorted geometry from the OMol25 dataset. Energies are from ωB97M-V with the def2-TZVPD basis set.

## Properties
- gap between HOMO and LUMO (eV) = 9.67
- calculated total energy (eV) = -17810.4065
- charge = -1
- ΔE to the lowest compared entry with this formula, charge and spin (kJ/mol) = 218.1
- LUMO (eV) = 3.4

Each line ends with the Löwdin charge.
Cartesian coordinates (Å):
1 C -0.2332 2.5340 -0.2806  -0.2744
2 O -0.4507 2.4831 1.1393  -0.1336
3 C -1.2513 1.7092 -0.9805  -0.1897
4 C -0.6298 0.3160 -1.3683  -0.2684
5 C -1.4760 -0.7926 -1.8139  -0.2891
6 C -0.6893 -2.1109 -1.8168  -0.1162
7 H -0.3046 3.4896 -0.5796  0.0600
8 H 0.8602 2.2120 -0.3625  0.1388
9 H -1.6727 2.1906 -2.0011  0.1409
10 H -2.2066 1.5461 -0.3714  0.1236
11 H -0.0367 0.1004 -0.4865  0.0975
12 H 0.0872 0.5441 -2.1972  0.1251
13 H -1.9402 -0.6453 -2.9627  0.1516
14 H -2.3845 -0.7057 -1.2262  0.0954
15 H -0.0239 -2.1656 -2.6654  0.0621
16 H -1.0083 -3.1038 -1.3836  0.0931
17 H -0.0563 -2.0148 -0.9332  0.0253
18 H 3.1151 1.0224 0.2164  -0.0530
19 H 2.1092 0.2817 1.4014  0.0206
20 O 3.1106 0.3882 0.8811  -0.1898
21 H 0.1177 1.7841 1.5839  0.0430
22 H 1.1302 0.5934 2.9720  -0.0519
23 O 0.9276 0.3458 2.1424  -0.2652
24 H 0.1998 -2.4436 1.2964  -0.0571
25 H 0.3290 -1.1581 2.1883  0.0060
26 O -0.1107 -2.0977 2.0918  -0.1220
27 H -1.6715 0.9556 1.4022  -0.0526
28 H -1.2504 -0.0734 2.4239  0.0874
29 O -2.1367 0.4334 2.0619  -0.1434
30 H 2.3593 -1.9324 -0.8809  0.0170
31 H 2.7791 -1.5064 0.4838  -0.0700
32 O 2.4087 -2.1795 0.0254  -0.0109

Forces on atoms 1 to 2 (eV/Å):
1.838 -2.972 2.818
0.008 0.235 0.105